ORCA calculation (ωB97M-V with the def2-TZVPD basis set) on a structure of composition C22H24N6O2ReS2 in a non-equilibrium geometry.

The geometry in XYZ format:
```
57
Properties=species:S:1:pos:R:3:forces:R:3:lowdin_charge:R:1
Re -0.387366 1.201169 -0.587496 0.63 1.06 2.59 1.37
C -1.613021 4.099792 4.225470 -0.09 -0.08 -0.03 -0.08
C -1.230953 2.624281 4.234991 -0.18 0.01 -0.23 -0.23
N -2.055693 1.788001 3.331846 0.32 0.37 0.21 0.04
C -1.914865 1.657008 2.028543 -0.15 -0.01 0.14 -0.67
S -0.589193 2.579409 1.204096 -0.01 -0.63 -0.94 0.79
N -2.738721 0.918933 1.336026 0.40 0.08 -0.03 0.04
N -2.355805 0.880243 0.025264 -0.05 -0.16 0.01 -0.18
C -3.273375 0.709149 -0.868380 -0.12 -0.07 -0.20 -0.22
C -4.688992 0.400960 -0.555489 -0.13 0.04 -0.14 0.01
C -2.800905 0.950207 -2.244403 0.10 -0.05 0.32 -0.20
C -3.575109 0.799927 -3.358830 -0.32 -0.04 -0.45 0.04
C -3.028774 1.086635 -4.611786 -0.16 -0.05 -0.02 0.03
C -1.722265 1.529574 -4.707341 -0.01 0.02 -0.10 0.00
C -0.996070 1.679178 -3.544497 -0.09 0.06 0.26 -0.06
N -1.523269 1.404092 -2.335952 0.46 -0.46 -0.37 -0.08
H -1.028429 4.634371 4.976860 -0.03 -0.06 -0.07 0.09
H -2.670787 4.227102 4.464520 0.08 0.00 -0.01 0.09
H -1.421383 4.566225 3.256841 -0.01 -0.03 0.02 0.06
H -1.369005 2.212495 5.228882 0.01 -0.10 0.07 0.13
H -0.184513 2.477166 3.971965 0.07 -0.01 -0.01 0.10
H -2.784961 1.222256 3.739582 -0.10 0.00 0.04 0.17
H -4.818645 0.258939 0.511297 0.00 -0.01 -0.01 0.08
H -4.995792 -0.507619 -1.083253 0.02 0.07 0.03 0.11
H -5.342787 1.213468 -0.890053 0.06 -0.05 0.01 0.12
H -4.597751 0.461576 -3.260030 0.04 0.00 -0.06 0.14
H -3.628743 0.961679 -5.505417 0.02 0.01 0.06 0.14
H -1.267941 1.763307 -5.661118 -0.04 -0.01 0.06 0.13
H 0.022856 2.039203 -3.559506 0.02 -0.05 0.04 0.11
C 2.748168 -6.311260 -0.046562 -0.06 0.15 0.06 -0.03
C 2.349505 -4.915660 0.360798 0.04 -0.25 -0.10 -0.24
C 1.088415 -4.412309 0.028222 -0.13 -0.02 -0.05 -0.02
C 0.692397 -3.153584 0.433710 0.07 0.01 0.13 -0.05
C 1.584204 -2.383447 1.182546 0.04 -0.06 -0.25 -0.31
C 2.846593 -2.853862 1.524890 0.01 0.00 0.00 -0.04
C 3.214668 -4.122507 1.107110 0.15 0.02 0.09 -0.01
S 1.120659 -0.790591 1.681930 0.04 -0.13 0.18 0.63
O 2.179071 -0.186771 2.421833 0.03 0.12 0.06 -0.24
O -0.229956 -0.778566 2.141487 -0.22 0.15 -0.09 -0.28
N 1.039031 0.114669 0.242993 -0.54 0.27 -1.39 -0.27
C 2.156167 0.669444 -0.434359 -0.26 -0.21 0.06 -0.37
C 3.498659 0.393336 -0.362358 0.19 -0.11 0.13 0.04
C 4.331005 1.133651 -1.193274 0.04 0.01 -0.05 0.01
C 3.808105 2.100327 -2.048791 0.21 -0.10 0.06 -0.02
C 2.449175 2.306076 -2.060984 -0.37 -0.02 0.14 -0.08
N 1.640344 1.591637 -1.262514 0.12 0.30 -0.18 -0.06
H 2.265300 -6.612186 -0.974830 0.00 0.03 0.00 0.09
H 2.444048 -7.021936 0.724503 -0.01 0.01 0.02 0.10
H 3.826578 -6.401779 -0.164059 -0.01 0.03 -0.01 0.09
H 0.407246 -5.030093 -0.547183 0.04 0.05 0.04 0.13
H -0.300102 -2.778685 0.205043 0.09 -0.04 0.00 0.12
H 3.511848 -2.245776 2.129133 -0.07 -0.07 -0.08 0.12
H 4.192627 -4.508448 1.373622 -0.07 0.03 0.00 0.13
H 3.876474 -0.347766 0.327366 0.02 0.03 -0.05 0.12
H 5.399453 0.954613 -1.175691 -0.06 0.02 0.03 0.13
H 4.448797 2.689262 -2.689830 -0.02 -0.03 0.03 0.13
H 1.993781 3.063485 -2.687384 -0.02 -0.05 0.03 0.12
```
Forces are in eV/Å.

E_tot ... -60025.02601 eV
Kohn-Sham gap (alpha / beta) ... 0.221 / 0.226 Eh
Expectation value of S² ... 0.76
Net charge ... +2
LUMO energy (alpha / beta) ... -8.20 / -8.11 eV
2S+1 ... 2



ORCA calculation (ωB97M-V with the def2-TZVPD basis set) on a structure of composition C20H37Cl3NO5PYb in a non-equilibrium geometry.

The geometry in XYZ format:
```
68
Properties=species:S:1:pos:R:3:forces:R:3:lowdin_charge:R:1
C -0.148648 -4.344458 2.141629 0.20 1.24 0.73 -0.11
C -1.694865 -3.783209 1.947679 -0.16 -1.49 -0.89 -0.35
C -2.675928 -5.127347 2.100493 0.95 0.50 0.05 -0.11
C -1.930062 -3.192592 0.420447 -0.26 -0.26 -0.14 -0.29
C -3.430894 -2.550493 0.278047 -0.29 -1.40 0.39 -0.10
C -0.710383 -2.176995 -0.080116 1.07 -2.42 0.07 -0.17
O -1.173668 -1.035680 -0.876466 1.68 1.57 2.10 -0.17
C -0.821803 0.266986 -0.220022 -1.28 2.07 -1.86 -0.24
C -1.349350 0.462285 1.318784 -0.74 -1.20 -0.37 -0.12
C -1.935912 1.946406 1.684542 1.00 0.30 1.74 -0.19
C -1.528134 2.221993 3.284237 0.35 0.62 0.14 -0.17
C -0.953180 3.773842 3.516017 -0.85 0.13 0.31 -0.27
N 0.444269 3.815335 4.095239 -0.39 -0.41 -0.76 -0.06
C -1.712712 1.296676 -1.193451 -6.83 1.80 -1.43 -0.20
O -3.037480 1.424256 -1.300709 8.28 -1.31 0.81 0.01
O -0.974844 2.175417 -2.113255 0.59 -3.18 3.10 -0.12
C 0.414049 1.608498 -2.144454 -1.79 1.86 -0.07 -0.20
C 0.328695 0.635134 -3.459116 3.35 -2.39 0.86 -0.43
Cl -1.146638 1.016911 -4.578708 0.84 1.19 1.30 0.55
C 1.644904 0.703193 -4.452996 -0.62 1.36 -0.87 -0.60
C 1.971882 2.234239 -5.009974 0.62 -0.16 0.72 -0.13
Cl 1.144766 -0.268737 -5.996238 0.77 0.25 1.04 0.49
C 0.663382 0.910196 -0.644937 2.53 -3.13 -2.61 -0.33
C 1.909494 -0.178573 -0.883709 -0.49 -1.15 0.86 -0.19
C 3.307190 0.519620 -1.373563 0.83 -1.48 -0.34 -0.25
C 4.495982 0.530495 -0.198898 0.68 1.77 -1.73 -0.54
Cl 4.925465 -1.175898 0.410385 -0.81 1.85 -0.55 0.50
P 1.408939 2.031333 0.707088 -2.70 3.77 2.96 1.00
O 2.091993 1.141983 2.036466 1.04 1.34 -1.73 -0.31
O 2.466059 3.259698 0.082458 -0.41 -2.22 -1.48 -0.30
H 0.426242 -4.473939 1.126374 -1.25 0.02 1.94 0.08
H -0.103650 -5.336924 2.794608 -0.15 2.20 -1.57 0.10
H 0.420075 -3.489982 2.745523 -0.92 -1.99 -1.24 0.09
H -1.949873 -2.982718 2.762467 0.46 -1.46 -1.57 0.14
H -2.397446 -5.612119 3.128969 -0.87 0.90 -1.90 0.09
H -2.326721 -5.897707 1.263056 -1.00 1.66 1.71 0.10
H -3.820855 -4.859800 2.030010 2.39 -0.73 0.17 0.08
H -1.912888 -4.151239 -0.290932 0.17 2.12 1.47 0.14
H -4.181733 -3.476799 0.212583 1.61 2.08 0.21 0.09
H -3.680187 -2.001611 1.280809 0.28 -0.67 -2.14 0.09
H -3.618571 -1.924008 -0.692185 0.58 -0.91 2.08 0.07
H -0.053192 -2.846090 -0.819884 -1.27 1.55 1.53 0.14
H 0.035976 -1.893058 0.799023 -1.86 -0.28 -1.78 0.14
H -0.503744 0.067753 2.031424 -1.58 1.14 -1.30 0.12
H -2.259420 -0.298695 1.453186 2.08 1.54 -0.50 0.13
H -1.406136 2.837231 1.099838 -1.32 -2.18 0.94 0.10
H -3.105077 1.987842 1.635416 2.40 -0.15 -0.40 0.13
H -0.657479 1.516385 3.653934 -1.75 1.25 -0.97 0.10
H -2.440548 2.021647 4.000819 1.75 0.44 -1.56 0.12
H -1.713187 4.330902 4.247170 1.75 -1.19 -1.47 0.12
H -0.938053 4.409900 2.533056 -0.14 -1.40 1.72 0.11
H 0.707167 2.938433 4.595675 -0.30 1.16 -0.74 0.06
H 1.166436 4.114537 3.399900 -1.06 -0.65 0.95 0.06
H 1.030547 2.573937 -2.406979 -0.77 -2.24 0.58 0.15
H 0.194127 -0.508738 -3.175016 -0.12 2.56 -0.46 0.13
H 2.592077 0.151915 -4.043511 -2.09 1.10 -0.46 0.12
H 1.023412 2.741656 -5.508247 2.12 -1.25 0.98 0.09
H 2.342455 2.925063 -4.114188 -0.86 -1.54 -1.86 0.09
H 2.891633 2.155508 -5.746262 -2.16 0.18 1.36 0.11
H 2.128689 -0.688444 0.173306 -0.43 1.04 -2.30 0.11
H 1.565549 -1.084501 -1.580907 0.82 1.99 1.37 0.12
H 3.749453 -0.187407 -2.228326 -0.88 1.52 1.87 0.12
H 3.191545 1.576457 -1.871091 0.23 -1.93 1.20 0.10
H 5.467528 0.923657 -0.770864 -2.11 -0.99 1.37 0.10
H 4.293757 1.314906 0.649426 0.24 -2.07 -1.44 0.07
H 2.374550 1.863408 2.701241 -0.79 -1.42 -1.38 0.09
H 2.402515 3.368011 -0.911280 0.34 -0.20 1.57 0.05
Yb -2.927541 -0.245884 -5.655043 -0.70 -0.64 -0.29 1.54
```
Forces are in eV/Å.

E_tot ... -111425.17988 eV
Kohn-Sham gap ... 0.100 Eh
Net charge ... +2
LUMO energy ... -9.49 eV
2S+1 ... 1



ORCA calculation (ωB97M-V with the def2-TZVPD basis set) on a cluster of 3 separate species, C21H18I2NO8 in total in a non-equilibrium geometry.

The geometry in XYZ format:
```
50
Properties=species:S:1:pos:R:3:forces:R:3:lowdin_charge:R:1
C -1.189878 -0.624355 -0.922247 0.10 0.27 1.22 -0.19
C 0.230973 -0.914359 -0.485159 -0.66 0.05 -0.76 -0.73
I 0.948168 0.265633 1.140604 -0.05 -0.29 -0.48 1.02
C 0.992273 -1.841639 -1.063496 0.75 0.74 0.55 -0.76
I 0.329510 -3.003993 -2.687542 0.28 0.19 0.43 0.98
C 2.370139 -2.078393 -0.521965 -1.40 -0.70 -0.63 -0.33
C 3.444108 -1.245682 -0.797037 -0.83 -0.12 -0.34 -0.01
C 4.638562 -1.537350 -0.218406 0.24 0.95 -0.39 0.00
N 4.767172 -2.585639 0.593359 1.10 -0.30 0.70 -0.08
C 6.079623 -2.852264 1.227771 0.25 -0.35 -0.23 0.04
C 3.749901 -3.410901 0.844857 -0.62 -0.66 0.40 0.00
C 2.521968 -3.187375 0.302120 0.08 0.23 -0.26 0.02
H -1.307760 -0.496467 -1.997621 0.11 -0.15 0.11 0.05
H -1.527950 0.286265 -0.420468 -0.06 -0.08 -0.32 0.05
H -1.824665 -1.430664 -0.529381 0.04 0.04 -0.33 0.08
H 3.291510 -0.399864 -1.457100 0.28 -0.02 0.12 0.14
H 5.484177 -0.884219 -0.404701 0.18 -0.38 0.27 0.16
H 6.178366 -2.396340 2.214587 -0.27 0.12 -0.20 0.11
H 6.853285 -2.480146 0.555584 -0.04 -0.05 0.20 0.11
H 6.185820 -3.933522 1.328524 0.05 0.17 -0.03 0.11
H 3.872328 -4.271683 1.493565 0.55 0.26 0.01 0.16
H 1.695039 -3.854285 0.513164 0.08 0.08 -0.04 0.14
C -2.424714 -0.590814 2.809122 0.04 0.11 0.05 0.05
C -3.215291 -1.617890 2.481184 0.47 0.04 -0.18 -0.23
C -4.609270 -1.744537 3.020339 -0.44 0.22 0.36 -0.31
O -5.281312 -2.693937 2.666490 0.26 -0.14 -0.20 0.12
C -5.083440 -0.724373 3.943847 0.00 -0.16 -0.12 0.08
C -4.291372 0.304279 4.276332 -0.50 -0.06 0.20 -0.23
C -2.906775 0.443592 3.715282 0.32 -0.16 -0.25 -0.31
O -2.237162 1.406673 4.036638 -0.18 0.08 0.15 0.11
O -4.682187 1.258325 5.117822 0.42 -0.01 -0.21 0.12
O -2.817568 -2.591030 1.655615 -0.35 0.00 0.13 0.09
H -1.418843 -0.488403 2.424279 -0.14 -0.04 0.08 0.03
H -6.083249 -0.835030 4.339187 0.00 0.03 0.01 0.14
H -3.933010 1.879565 5.188047 -0.05 0.06 0.05 0.12
H -3.576482 -3.203526 1.586764 -0.01 -0.02 -0.02 0.12
C 0.088412 2.348298 -3.261394 -0.19 -0.08 0.12 0.07
C 0.942442 3.310016 -3.632408 0.19 -0.51 -0.01 -0.23
C 0.535285 4.754986 -3.666394 -0.45 0.42 0.06 -0.31
O 1.363959 5.580698 -3.993889 0.26 -0.25 -0.05 0.12
C -0.835158 5.091098 -3.307668 0.19 0.02 -0.05 0.08
C -1.690402 4.128115 -2.939464 -0.15 0.51 -0.03 -0.23
C -1.274678 2.688235 -2.880486 0.38 -0.31 -0.10 -0.30
O -2.087563 1.855572 -2.519686 -0.23 0.25 0.00 0.09
O -2.952614 4.389109 -2.605051 0.20 -0.43 0.02 0.12
O 2.197752 3.048288 -3.990327 -0.14 0.39 0.05 0.11
H 0.371022 1.304493 -3.231417 0.02 0.01 -0.03 0.13
H -1.121710 6.132282 -3.352117 -0.02 -0.01 0.01 0.14
H -3.355620 3.529784 -2.380316 -0.09 0.04 0.01 0.12
H 2.596879 3.913375 -4.209342 0.04 0.00 -0.03 0.12
```
Forces are in eV/Å.

E_tot ... -56132.41663 eV
Kohn-Sham gap ... 0.265 Eh
Net charge ... +1
LUMO energy ... -4.26 eV
2S+1 ... 1



ORCA calculation (ωB97M-V with the def2-TZVPD basis set) on a cluster of 8 separate species, C14H42FO7 in total in a non-equilibrium geometry.

The geometry in XYZ format:
```
64
Properties=species:S:1:pos:R:3:forces:R:3:lowdin_charge:R:1
F 0.417237 0.143379 0.157580 -0.60 0.33 -0.42 -0.44
C -1.798451 -2.633260 4.508479 0.06 -0.16 0.28 -0.09
C -0.705398 -1.610623 4.222032 -0.61 0.43 -1.11 -0.31
O -0.252612 -1.766002 2.887307 0.10 -0.25 -0.12 -0.10
H -2.147123 -2.663212 5.546528 0.24 0.09 0.04 0.06
H -1.405421 -3.614934 4.238222 -0.12 -0.07 0.06 0.07
H -2.684561 -2.440598 3.902803 0.09 0.07 -0.17 0.06
H 0.170296 -1.713306 4.859885 -0.06 -0.09 0.15 0.11
H -1.099732 -0.589515 4.300640 0.06 -0.02 0.49 0.10
H -0.904497 -1.396060 2.250878 0.20 -0.06 0.52 0.04
C -3.533838 -2.555952 0.597837 -0.23 -0.39 -0.14 -0.09
C -2.247378 -1.929485 0.117897 -0.42 1.03 0.02 -0.30
O -2.009545 -0.756120 0.913429 0.60 -0.19 -0.11 -0.13
H -3.816195 -3.400961 -0.038330 0.25 -0.15 0.14 0.07
H -4.392498 -1.885123 0.535111 0.24 0.32 0.12 0.07
H -3.420475 -2.893385 1.628405 -0.11 -0.07 0.00 0.06
H -2.357296 -1.586220 -0.912737 0.15 -0.34 -0.16 0.10
H -1.407754 -2.624256 0.193349 0.02 -0.06 -0.03 0.11
H -1.152849 -0.355388 0.594161 -0.24 -0.13 0.08 0.04
C -1.372551 2.954755 3.928833 0.18 0.17 -0.43 -0.10
C -1.278351 2.139515 2.652584 0.47 -0.61 0.19 -0.34
O 0.066674 1.835898 2.316619 -0.01 0.52 -0.02 -0.10
H -0.865366 3.914740 3.802331 -0.01 -0.02 0.10 0.07
H -0.935443 2.430144 4.778145 0.01 -0.03 -0.01 0.07
H -2.431537 3.139044 4.115768 0.00 0.07 0.19 0.07
H -1.741053 2.685740 1.824889 -0.28 -0.17 0.02 0.11
H -1.769866 1.177849 2.849359 -0.48 0.19 -0.37 0.09
H 0.070400 1.409316 1.434201 0.28 -0.33 0.58 0.02
C -0.878693 1.483657 -3.648395 0.32 0.21 0.03 -0.10
C -1.452074 0.373738 -2.772675 0.47 0.13 -0.38 -0.33
O -0.424741 -0.495938 -2.351757 0.32 -0.20 0.47 -0.12
H -1.665962 2.163239 -3.986605 0.08 -0.01 -0.10 0.07
H -0.292570 1.114757 -4.494440 -0.46 -0.34 -0.18 0.06
H -0.138676 2.060182 -3.091408 -0.31 0.10 0.31 0.05
H -2.148005 -0.247594 -3.347313 -0.10 0.15 0.03 0.10
H -1.993676 0.824714 -1.933619 0.04 -0.10 0.05 0.11
H -0.024169 -0.194395 -1.498818 -0.30 0.03 -0.21 0.04
C 0.639944 4.781359 -1.331472 -0.15 -0.11 0.25 -0.09
C 0.556195 3.659147 -0.300656 -0.13 0.62 -0.22 -0.33
O -0.425905 2.725005 -0.714466 0.46 -0.29 0.40 -0.11
H 0.711862 4.394081 -2.347540 0.17 -0.05 0.02 0.06
H 1.487133 5.432402 -1.108123 0.02 0.02 -0.10 0.07
H -0.271752 5.379502 -1.270949 0.01 0.03 -0.09 0.07
H 0.282119 4.122256 0.653778 -0.03 -0.19 0.14 0.10
H 1.525163 3.181958 -0.140696 0.02 -0.12 -0.15 0.11
H -0.100905 1.853940 -0.404280 -0.29 -0.09 -0.25 0.04
C 2.953843 -3.898765 -1.319658 0.12 -0.41 -0.02 -0.10
C 1.704372 -3.067079 -1.133636 -0.11 0.31 0.44 -0.34
O 1.899886 -2.198306 -0.029021 -0.22 -0.10 -0.23 -0.09
H 3.233332 -4.418718 -0.399468 -0.19 0.18 0.15 0.07
H 3.819461 -3.299699 -1.605906 -0.11 0.10 -0.13 0.07
H 2.792843 -4.694764 -2.053145 0.02 0.20 -0.18 0.07
H 0.838757 -3.717963 -0.931721 0.10 -0.06 -0.16 0.10
H 1.462449 -2.452187 -2.009471 0.07 -0.33 -0.17 0.09
H 1.146767 -1.576136 -0.019226 0.45 0.27 0.38 0.03
C 2.945506 -0.289339 -3.583006 -0.70 -0.25 0.26 -0.08
C 3.235178 0.513087 -2.338201 0.52 -0.17 0.44 -0.30
O 4.618903 0.285219 -1.995964 0.05 0.29 -0.14 -0.10
H 3.672212 -0.115625 -4.375053 0.05 0.11 0.04 0.07
H 1.935537 -0.063307 -3.935144 0.10 0.12 -0.08 0.06
H 2.918476 -1.351203 -3.333524 0.27 -0.02 -0.07 0.06
H 2.654335 0.177780 -1.471339 -0.39 0.07 -0.37 0.10
H 3.049237 1.584612 -2.503168 0.07 -0.12 0.01 0.11
H 4.738803 0.554404 -1.080120 -0.03 -0.07 -0.05 0.07
```
Forces are in eV/Å.

E_tot ... -32251.04569 eV
Kohn-Sham gap ... 0.358 Eh
Net charge ... -1
LUMO energy ... 3.16 eV
2S+1 ... 1